# 1
The following is a quantum chemistry calculation of a structure of composition C5H4F6N3O in a non-equilibrium geometry, from the Open Molecules 2025 dataset.

## Properties
Highest occupied orbital energy (eV): -14.59
LUMO (eV): -4.62
Charge: +1
ΔE to the lowest compared entry with this formula, charge and spin (eV): 1.3498
E (eV): -28065.0528
Kohn-Sham gap (eV): 10.0

CARTESIAN COORDINATES (ANGSTROEM)
C 0.777 0.647 1.658
C 1.584 -1.277 0.383
C -0.161 0.223 -0.462
C -1.912 -0.581 0.060
C -0.357 0.881 -1.869
N 1.263 -0.560 1.694
N 0.784 -0.788 -0.608
N 0.179 1.136 0.605
O 2.548 -1.960 0.319
F -1.839 -1.854 -0.007
F -2.115 -0.077 1.260
F -2.863 0.019 -0.745
F -0.992 2.095 -1.736
F 0.828 1.131 -2.409
F -1.017 -0.005 -2.601
H 0.921 1.256 2.570
H 1.766 -0.925 2.605
H 0.579 -1.486 -1.298
H 0.028 2.125 0.581

natural (NBO) population analysis, charges in e, atoms 1 to 2:
1 C 0.405
2 C 0.811

---

# 2
The following is a quantum chemistry calculation of the molecule C5H4FNO in a non-equilibrium geometry, from the Open Molecules 2025 dataset.

## Properties
Highest occupied orbital energy (eV): -8.59
LUMO (eV): 0.69
Charge: 0
ΔE to the lowest compared entry with this formula, charge and spin (eV): 2.7473
E (eV): -11501.8257
Kohn-Sham gap (eV): 9.3

CARTESIAN COORDINATES (ANGSTROEM)
F 1.913 -0.715 -1.101
C 1.237 -1.862 -0.722
C -0.045 -1.654 -0.186
C -0.333 -0.219 0.109
C 0.364 1.024 0.089
O -0.463 1.993 0.496
C -1.620 1.364 0.852
N -1.595 0.117 0.602
H 1.905 -2.930 -0.703
H -0.817 -2.356 0.314
H 1.366 1.244 -0.388
H -2.428 1.792 1.651

natural (NBO) population analysis, charges in e, atoms 1 to 2:
1 F -0.351
2 C 0.228

---

# 3
The following is a quantum chemistry calculation of the molecule C5H4FNS in a non-equilibrium geometry, from the Open Molecules 2025 dataset.

## Properties
Highest occupied orbital energy (eV): -9.33
LUMO (eV): -0.56
Charge: 0
ΔE to the lowest compared entry with this formula, charge and spin (eV): 3.6611
E (eV): -20288.8480
Kohn-Sham gap (eV): 8.8

CARTESIAN COORDINATES (ANGSTROEM)
F 0.005 3.027 -1.076
C -0.228 1.790 -0.576
N 0.540 0.875 -0.946
C 0.109 -0.263 -0.127
C 0.756 -1.313 -0.276
S 0.582 -3.002 0.360
C -0.912 0.142 0.666
C -1.341 1.445 0.385
H 1.408 -1.311 -1.131
H 2.093 -3.318 0.003
H -1.071 -0.401 1.825
H -1.940 2.329 0.894

natural (NBO) population analysis, charges in e, atoms 1 to 2:
1 F -0.317
2 C 0.583